(1)
Density functional theory data (ωB97M-V/def2-TZVPD) for a molecular structure, C5H13NO2.

Element x y z (Å)
C1 -0.2743 1.0748 0.7813
C2 0.4267 1.6136 1.9918
O1 0.0113 -1.3793 1.7654
O2 -1.3593 -1.7510 1.5413
H1 -1.5928 -2.1648 2.3794
H2 -1.2039 0.5523 0.9830
H3 -0.3712 1.8088 -0.0192
H4 0.4545 0.8843 2.7969
H5 -0.0974 2.5102 2.3391
H6 1.4492 1.9158 1.7546
C3 -0.8517 -1.1517 -1.6238
C4 0.3563 -0.2690 -1.5090
N1 0.7865 -0.0470 -0.1949
C5 0.9849 0.2561 -2.5646
H7 0.5298 -0.9898 0.6774
H8 1.7240 0.3363 -0.1479
H9 -1.1511 -1.2605 -2.6661
H10 -0.6367 -2.1412 -1.2118
H11 -1.6877 -0.7487 -1.0471
H12 0.6535 0.0532 -3.5696
H13 1.8493 0.8975 -2.4562

total energy = -403.360270 Eh
max |F| = 3.3 eV Å⁻¹
energy above the lowest of the compared OMol25 structures with the same formula, charge and spin = 135.8 kcal per mole

(2)
Density functional theory data (ωB97M-V/def2-TZVPD) for a molecular structure, H6O7PTl.

Element x y z (Å)
Tl1 -1.0414 -0.0605 0.7893
P1 -0.4077 -0.1103 -2.6657
O1 -0.5150 -1.3513 -1.7754
O2 1.0423 0.2658 -2.9123
O3 -1.2161 0.9963 -1.9657
O4 -1.1114 -0.3854 -3.9983
O5 -1.8971 1.5130 3.2156
H1 -2.3512 2.3566 3.0934
H2 -1.2572 1.6792 3.9190
O6 0.9393 -2.2310 0.9244
H3 1.6272 -2.2283 1.6006
H4 0.7913 -3.1637 0.7239
O7 1.4877 0.9246 -0.0711
H5 2.4061 1.1309 0.1314
H6 1.5031 0.6640 -1.0091

total energy = -1044.060071 Eh
max |F| = 0.8 eV Å⁻¹
energy above the lowest of the compared OMol25 structures with the same formula, charge and spin = 0.1 kcal per mole